119
Properties=species:S:1:pos:R:3:forces:R:3:lowdin_charge:R:1 method="wB97M-V/def2-TZVPD" homo_lumo_gap_ev="6.0182 / 5.6616" max_force_ev_per_a=2.38 charge=-2 energy_ev=-187203.2710 e_homo_ev="-2.33 / -2.35" spin_multiplicity=2
H 3.416 -2.494 -6.570 0.064 0.049 -0.052 0.097
C 0.428 -1.842 -1.306 1.551 0.228 -1.787 -0.635
S 0.494 0.439 -3.653 0.054 0.569 0.037 0.357
H -2.841 5.991 -3.530 -0.049 0.001 -0.043 0.076
H 4.912 0.935 -3.453 -0.068 0.064 -0.025 0.097
O -2.211 0.648 1.128 0.322 -0.359 0.040 -0.109
C -2.238 -2.718 -2.488 0.182 -0.024 -0.062 -0.108
H 0.209 -4.250 -0.863 -0.013 0.091 0.019 0.071
H 3.168 0.269 -1.808 0.103 -0.042 -0.143 0.054
C 5.385 -1.091 -3.973 0.097 0.045 -0.039 -0.109
H 2.475 2.263 -2.481 0.016 -0.065 0.046 0.033
C -0.135 4.350 -2.257 -0.150 -0.165 0.023 -0.321
O -2.880 2.773 1.164 -0.051 0.591 -0.057 -0.171
H -4.072 0.154 2.662 -0.088 -0.056 0.078 0.068
H -3.680 5.553 -0.284 -0.135 -0.075 -0.085 0.054
H -5.097 1.191 1.647 -0.106 0.039 -0.055 0.071
C -2.247 5.668 -2.676 -0.053 -0.002 -0.023 -0.081
C -4.217 1.162 2.285 0.544 -0.049 -0.196 0.010
C -3.225 -4.291 2.757 -0.181 -0.158 -0.019 -0.689
H -1.401 10.598 1.621 -0.030 0.096 -0.012 0.071
C 3.704 -0.477 -2.386 -0.009 0.164 -0.027 -0.149
O 0.017 -0.591 1.843 -0.015 0.194 -0.226 -0.228
H 4.494 -6.136 0.674 0.053 0.004 0.016 0.091
C 1.620 -4.756 -4.815 -0.001 -0.243 -0.024 -0.096
C -3.542 -3.048 -2.805 -0.192 -0.143 -0.003 -0.093
H 3.921 -3.846 -2.650 -0.029 -0.021 -0.048 0.104
C -0.927 5.115 -3.119 -0.170 0.082 0.061 -0.294
H 0.175 -4.284 -3.305 -0.003 -0.020 0.082 0.100
C 1.071 3.836 -2.736 0.042 -0.003 0.249 -0.326
C -2.163 -2.473 1.649 0.188 0.254 -0.049 -0.014
H 5.709 -3.186 -4.226 -0.079 -0.055 -0.057 0.097
C 0.890 -3.896 -4.018 0.064 0.067 0.070 -0.080
C 1.228 -6.013 -0.173 0.013 -0.294 0.025 -0.095
C -2.222 1.192 -1.619 -1.112 0.181 -0.741 -0.739
H -1.152 5.938 -5.077 -0.047 0.028 -0.028 0.110
H 3.097 -4.932 -6.354 0.076 -0.054 -0.045 0.088
Te -0.963 3.722 -0.353 0.728 0.389 -0.247 1.741
C -1.492 -1.934 -3.358 0.044 0.115 -0.146 -0.350
C 3.406 -1.818 -2.164 -0.216 0.133 0.021 -0.344
H -4.158 1.327 -2.514 -0.097 0.001 -0.034 0.078
H 1.476 4.917 0.370 0.243 0.021 -0.075 0.044
H -4.136 -3.636 -2.118 -0.016 -0.032 0.071 0.091
C 2.530 -4.253 -5.732 0.076 -0.030 -0.138 -0.113
C 4.681 -0.110 -3.289 0.040 0.027 -0.068 -0.086
H -1.104 9.843 3.183 -0.041 0.031 0.086 0.073
H -5.136 -2.848 -4.224 -0.038 -0.035 -0.018 0.088
H 2.389 3.668 -4.411 0.085 -0.093 -0.014 0.116
H -2.032 -1.854 0.760 -0.151 -0.325 0.274 0.082
H 1.274 6.141 -6.507 0.035 0.034 -0.042 0.073
H 1.454 2.543 -1.062 0.296 0.092 -0.135 0.023
H 2.094 -0.947 -5.126 0.070 -0.001 0.009 0.049
C -1.674 -2.948 3.949 0.042 0.141 -0.088 -0.022
H 0.350 -6.645 -0.225 -0.044 0.009 0.019 0.095
C -3.506 5.909 0.728 -0.036 0.008 0.110 -0.066
C 3.554 -5.725 0.327 0.212 -0.147 -0.014 -0.105
H -3.606 -3.760 0.713 -0.025 -0.011 -0.019 0.092
C 4.131 -2.799 -2.828 -0.150 0.066 0.180 -0.094
H 1.226 8.334 1.174 0.091 0.038 -0.015 0.104
H -1.459 -0.892 -5.215 -0.021 0.015 -0.041 0.078
O -0.425 -0.430 4.030 0.101 0.057 0.005 0.028
C -2.094 7.867 1.370 0.133 0.106 0.024 -0.031
C 3.472 -4.394 -0.036 -0.024 0.061 -0.091 -0.120
H 1.965 4.514 -6.586 0.120 -0.031 -0.060 0.068
H 0.276 4.778 -7.005 -0.047 -0.010 -0.096 0.074
H 1.487 -5.826 -4.720 -0.032 -0.064 -0.001 0.094
H -1.803 -3.025 -1.544 0.060 0.043 -0.017 0.076
H 2.510 -7.593 0.504 0.001 -0.005 0.056 0.088
C 1.979 -2.022 -5.056 -0.126 -0.028 -0.062 -0.127
H 1.469 5.924 -1.078 0.139 -0.076 -0.048 0.073
H 4.335 -3.746 0.036 0.056 0.017 0.056 0.096
C -2.987 1.565 1.452 -0.826 -0.190 0.597 -0.678
N -1.133 1.782 -1.251 0.207 2.097 -0.125 -0.375
H -2.790 4.894 -2.131 -0.171 0.165 -0.046 0.025
Br -4.480 -5.736 2.737 0.042 0.003 -0.033 0.652
H 2.777 3.670 -1.452 -0.022 0.000 0.115 0.085
C -0.546 -0.935 2.920 -0.494 -0.575 0.539 -0.617
C 2.437 -6.544 0.243 -0.055 -0.115 0.043 -0.116
C -0.874 8.516 1.508 0.057 -0.015 -0.008 -0.289
H -3.790 -1.510 -5.805 -0.021 0.017 -0.043 0.090
H 0.252 10.234 2.130 0.040 0.053 -0.014 0.065
H -4.324 6.569 1.018 -0.043 0.031 0.015 0.071
H -1.141 -2.687 4.851 0.039 0.061 0.059 0.113
C 0.188 6.602 0.476 0.120 -0.273 -0.156 -0.303
C -3.352 -1.854 -4.876 -0.113 0.014 -0.158 -0.101
C 1.450 5.947 0.010 0.081 0.045 0.040 -0.086
H 6.142 -0.810 -4.696 0.046 -0.026 0.037 0.090
C -2.049 -1.521 -4.560 -0.001 0.058 0.022 -0.107
H -3.500 5.032 1.374 -0.121 -0.113 -0.009 0.063
H -2.949 2.493 -3.115 0.015 0.115 -0.146 0.080
P 0.216 -1.389 -2.976 -0.481 -1.522 0.646 0.355
C 5.122 -2.426 -3.722 0.273 -0.148 -0.079 -0.113
C -3.054 -3.533 1.614 -0.036 -0.045 -0.085 -0.119
C -2.542 -4.026 3.929 -0.009 -0.077 0.006 -0.141
C 0.676 4.839 -4.904 0.056 0.056 -0.036 -0.277
C -1.479 -2.162 2.819 0.226 0.325 -0.017 -0.100
H -2.992 8.361 1.725 -0.137 -0.025 0.018 0.108
H -2.689 -4.644 4.805 -0.016 0.018 -0.028 0.090
P 2.104 -2.071 -0.891 -0.924 -1.034 0.140 0.334
H -2.098 6.516 -2.008 -0.110 0.015 0.079 0.077
C 1.461 4.090 -4.047 -0.114 0.122 -0.064 -0.023
H -4.343 1.866 3.103 -0.078 0.058 0.057 0.069
C -3.343 1.990 -2.237 -0.113 -0.286 0.143 -0.003
C 1.075 5.082 -6.331 -0.006 0.002 0.036 -0.061
C 2.270 -3.866 -0.498 -0.049 0.171 0.126 -0.329
C 1.146 -4.681 -0.534 0.008 0.119 -0.220 -0.093
Y -0.389 0.028 -0.221 0.494 -0.961 1.943 1.365
C -2.180 6.600 0.807 -0.248 -0.169 -0.115 -0.307
O -2.353 -0.071 -1.500 0.334 -0.004 -0.043 -0.127
C -0.775 9.875 2.144 -0.052 -0.078 -0.015 -0.067
C -1.038 5.955 0.330 -0.098 0.073 0.119 -0.263
S 2.793 -1.108 0.682 0.060 0.632 0.350 0.268
C -4.104 -2.610 -3.992 -0.175 -0.057 -0.029 -0.113
C -0.514 5.358 -4.419 0.102 -0.068 -0.034 -0.028
C 0.258 7.861 1.059 -0.062 0.146 0.067 -0.033
C 1.084 -2.525 -4.124 0.156 0.172 0.009 -0.329
C 2.704 -2.884 -5.856 -0.011 -0.125 -0.196 -0.108
H -3.678 2.733 -1.516 -0.119 0.097 0.043 0.057
H 2.328 6.483 0.368 0.078 -0.004 0.051 0.075
C 1.998 3.031 -1.877 -0.024 -0.185 0.060 -0.100